Density functional theory data (ωB97M-V with the def2-TZVPD basis set) for a molecular structure, C24H31BF10MoN2O4PS2 at a distorted geometry.

Calculated values
E_tot = -3573.09215 Ha
Spin multiplicity = 3
LUMO level (alpha / beta) = -4.23 / -4.48 eV
⟨S²⟩ = 2.04
Net charge = +1
Frontier orbital gap (alpha / beta) = 7.420 / 7.320 eV

Positions of all 76 atoms, in Å:
Mo 0.364 0.116 -1.047
C -1.789 4.467 -0.109
C -0.702 3.424 -0.358
C 0.432 3.555 0.667
P -1.355 1.699 -0.355
C -2.979 1.701 -1.202
C -2.763 2.040 -2.685
C -3.720 0.375 -1.007
C -1.592 1.232 1.364
C -2.517 1.760 2.255
C -2.525 1.358 3.587
C -3.509 1.930 4.572
C -1.577 0.416 3.991
C -0.661 -0.130 3.110
C -0.681 0.272 1.782
N 0.194 -0.278 0.798
C 1.105 -1.335 1.168
C 2.431 -1.008 1.500
C 2.912 0.420 1.520
C 3.283 -2.040 1.852
C 2.856 -3.365 1.894
C 3.824 -4.466 2.220
C 1.524 -3.645 1.610
C 0.629 -2.653 1.252
C -0.822 -2.990 1.023
H -1.327 5.455 -0.109
H -2.259 4.328 0.867
H -2.563 4.468 -0.877
H -0.289 3.559 -1.360
H 0.041 3.475 1.684
H 0.903 4.533 0.562
H 1.211 2.807 0.534
H -3.549 2.503 -0.731
H -2.024 1.379 -3.142
H -2.426 3.068 -2.826
H -3.696 1.913 -3.235
H -3.177 -0.455 -1.454
H -4.695 0.432 -1.493
H -3.883 0.151 0.047
H -3.242 2.491 1.913
H -4.248 2.558 4.077
H -2.995 2.538 5.320
H -4.036 1.136 5.104
H -1.564 0.095 5.027
H 0.056 -0.869 3.445
H 2.771 0.922 0.567
H 3.976 0.460 1.747
H 2.382 0.999 2.281
H 4.313 -1.804 2.101
H 4.519 -4.163 3.005
H 4.416 -4.714 1.336
H 3.309 -5.371 2.541
H 1.174 -4.670 1.664
H -0.961 -4.069 0.993
H -1.213 -2.575 0.096
H -1.441 -2.595 1.832
F 2.853 -4.003 -4.312
C 2.899 -2.726 -3.994
F 2.362 -1.986 -4.959
F 4.139 -2.352 -3.770
S 1.931 -2.473 -2.441
O 1.808 -1.000 -2.363
O 2.601 -3.146 -1.391
N 0.525 -3.128 -2.806
S -0.812 -2.359 -2.873
O -0.898 -1.239 -1.851
O -1.949 -3.201 -2.880
C -0.924 -1.348 -4.435
F -0.537 -2.054 -5.468
F -2.193 -0.993 -4.565
F -0.168 -0.249 -4.324
F 4.253 1.253 -1.788
B 3.717 2.464 -1.752
F 1.557 1.520 -1.493
F 3.385 3.088 -2.871
F 3.605 3.095 -0.586

---

Density functional theory data (ωB97M-V with the def2-TZVPD basis set) for a molecular structure, C21H45AsBrMoOS4Si3.

Calculated values
E_tot = -8241.55230 Ha
Spin multiplicity = 3
LUMO level (alpha / beta) = -4.36 / -3.95 eV
⟨S²⟩ = 2.15
Net charge = +1
Frontier orbital gap (alpha / beta) = 6.026 / 6.545 eV

Positions of all 77 atoms, in Å:
Mo 1.306 1.163 -1.583
O 4.733 7.037 -1.794
C 4.219 5.964 -1.777
S 3.523 5.174 -3.219
C 2.995 3.734 -2.388
C 3.223 3.648 -1.064
S 2.747 2.257 -0.138
S 4.039 4.981 -0.291
S 2.210 2.453 -3.266
C -2.837 3.823 1.042
Si -1.300 4.203 0.064
C -1.589 5.396 -1.331
C 0.149 4.662 1.123
As -0.760 2.118 -0.982
Si -1.792 1.385 -2.976
C -2.069 2.785 -4.165
C -3.339 0.441 -2.559
C -0.461 0.212 -3.643
H -3.182 4.721 1.560
H -2.645 3.056 1.794
H -3.647 3.478 0.398
H -1.826 6.382 -0.922
H -2.424 5.090 -1.962
H -0.700 5.498 -1.956
H -0.097 5.562 1.693
H 1.029 4.881 0.515
H 0.409 3.872 1.829
H -2.851 3.460 -3.816
H -2.382 2.388 -5.134
H -1.154 3.362 -4.315
H -4.082 1.091 -2.096
H -3.125 -0.380 -1.869
H -3.781 0.018 -3.465
H 0.290 0.732 -4.241
H -0.906 -0.544 -4.294
H 0.030 -0.404 -2.863
C 1.840 -1.160 3.319
C 0.481 -1.355 2.632
C -0.051 0.048 2.303
C -0.477 -2.017 3.645
Si 0.608 -2.489 1.103
Br 1.881 -1.149 -0.470
C 1.823 -3.955 1.243
C 1.755 -4.883 0.020
C 3.296 -3.534 1.385
C 1.435 -4.764 2.499
C -1.048 -2.876 0.232
C -0.877 -3.135 -1.274
C -1.660 -4.128 0.893
C -2.068 -1.738 0.369
H 1.706 -0.474 4.159
H 2.579 -0.715 2.649
H 2.247 -2.086 3.721
H -0.172 0.595 3.243
H -1.017 0.041 1.799
H 0.650 0.612 1.691
H -0.487 -1.415 4.558
H -0.163 -3.024 3.926
H -1.502 -2.070 3.282
H 2.004 -4.359 -0.905
H 0.785 -5.361 -0.101
H 2.493 -5.679 0.151
H 3.676 -3.059 0.481
H 3.891 -4.436 1.547
H 3.478 -2.868 2.224
H 0.399 -5.104 2.485
H 1.601 -4.206 3.420
H 2.068 -5.655 2.544
H -0.176 -3.933 -1.501
H -0.546 -2.234 -1.799
H -1.849 -3.420 -1.691
H -1.071 -5.026 0.720
H -2.649 -4.300 0.458
H -1.798 -4.010 1.970
H -1.700 -0.808 -0.065
H -2.357 -1.548 1.401
H -2.977 -2.022 -0.171

---

Density functional theory data (ωB97M-V with the def2-TZVPD basis set) for a molecular structure, C29H57Li3O14P at a distorted geometry.

Calculated values
E_tot = -2556.41048 Ha
LUMO level = 1.73 eV
Net charge = -1
Frontier orbital gap = 3.443 eV

Positions of all 104 atoms, in Å:
Li -3.635 -2.508 -2.430
Li -4.184 1.461 -1.083
Li -2.621 -1.697 2.232
P -5.750 -1.489 0.313
O -7.228 -1.783 0.707
O -4.664 -2.596 0.345
O -5.261 -0.344 1.138
O -5.768 -1.044 -1.176
O 1.073 0.266 -1.491
C -0.092 -0.190 -1.100
O -0.224 -0.427 0.105
O -1.093 -0.131 -1.821
H 1.499 0.331 -0.634
C 4.438 3.943 2.594
C 5.330 5.087 2.987
C 6.134 4.615 4.247
O 6.321 3.307 3.832
C 5.040 2.789 3.378
H 4.406 3.811 1.513
H 3.422 4.189 2.904
H 4.806 6.027 3.157
H 6.059 5.315 2.210
H 5.612 4.583 5.204
H 7.157 4.980 4.337
H 4.528 2.511 4.300
H 5.217 1.922 2.743
C -1.389 2.299 6.671
C -2.588 1.875 7.573
C -3.339 0.942 6.624
O -2.299 0.516 5.709
C -1.007 0.936 6.084
H -0.597 2.633 7.342
H -1.828 3.016 5.978
H -3.276 2.674 7.848
H -2.333 1.323 8.478
H -4.017 1.580 6.057
H -3.883 0.166 7.163
H -0.391 1.061 5.194
H -0.536 0.170 6.700
C -4.227 -1.589 -7.997
C -3.551 -2.928 -8.321
C -3.766 -3.755 -7.065
O -4.014 -2.860 -6.025
C -4.041 -1.530 -6.491
H -5.265 -1.615 -8.331
H -3.842 -0.684 -8.467
H -2.496 -2.674 -8.423
H -3.942 -3.388 -9.228
H -2.903 -4.397 -6.884
H -4.634 -4.403 -7.190
H -3.065 -1.065 -6.350
H -4.763 -0.867 -6.015
C -1.208 -6.741 3.975
C 0.148 -6.259 4.370
C 0.078 -4.802 3.966
O -1.303 -4.460 4.060
C -2.155 -5.575 4.344
H -1.435 -7.680 4.480
H -1.322 -6.908 2.904
H 0.944 -6.783 3.841
H 0.334 -6.429 5.430
H 0.417 -4.649 2.941
H 0.735 -4.291 4.670
H -3.046 -5.465 3.725
H -2.486 -5.470 5.377
C 1.288 2.434 -8.547
C 2.142 2.703 -9.781
C 3.099 3.791 -9.188
O 3.078 3.624 -7.729
C 2.337 2.450 -7.424
H 0.799 1.463 -8.614
H 0.585 3.234 -8.315
H 1.556 3.078 -10.620
H 2.708 1.812 -10.051
H 2.784 4.792 -9.483
H 4.101 3.681 -9.603
H 1.914 2.450 -6.419
H 3.015 1.597 -7.425
C 5.285 -3.798 0.168
C 5.323 -5.128 -0.471
C 5.223 -6.057 0.691
O 5.104 -5.309 1.910
C 5.650 -4.005 1.598
H 4.284 -3.419 -0.040
H 5.993 -3.123 -0.312
H 6.209 -5.292 -1.084
H 4.582 -5.313 -1.249
H 6.101 -6.702 0.683
H 4.369 -6.727 0.583
H 6.709 -4.023 1.854
H 5.126 -3.276 2.216
C -2.235 5.933 2.079
C -3.721 6.099 2.443
C -4.477 5.175 1.481
O -3.529 4.552 0.645
C -2.258 4.634 1.272
H -1.592 5.828 2.953
H -1.920 6.715 1.388
H -4.114 7.107 2.310
H -3.918 5.765 3.461
H -5.252 5.652 0.881
H -5.015 4.422 2.057
H -1.423 4.598 0.572
H -2.140 3.734 1.876